This record from the Open Molecules 2025 dataset describes a molecular structure, CH5NOP2 at a distorted geometry. The level of theory is ωB97M-V/def2-TZVPD.

```
10
Properties=species:S:1:pos:R:3:forces:R:3
C 1.043163 -0.502909 0.956341 -2.04 0.93 -3.05
N -1.931814 0.853023 -0.999882 -2.60 0.67 -1.70
O -0.162333 0.069770 0.405176 1.21 0.80 0.59
P -3.187343 1.322208 -1.894917 1.04 0.04 1.98
P -0.895773 -0.416758 -0.945692 2.20 -0.20 -1.32
H 1.052970 -1.463532 0.636890 0.18 -3.45 -0.43
H 0.911943 -0.418416 1.935783 -0.25 0.14 4.23
H 1.969260 -0.127824 0.662280 1.28 1.59 -0.89
H -4.092189 1.990935 -0.840423 1.12 -0.60 -0.93
H 0.448013 -0.205411 -2.047149 -2.15 0.09 1.52
```
Positions in Å, forces in eV/Å.

Values from the calculation:
LUMO energy, eV: -1.15
Total charge: 0
Maximum force, eV Å⁻¹: 4.2
HOMO, hartree: -0.306
DFT total energy, eV: -23230.3693
Orbital gap, eV: 7.18
Energy above the lowest of the compared OMol25 structures with the same formula, charge and spin, kcal/mol: 48.1

Atom charges from the Mulliken analysis, given in e for atoms 1 to 5:
1. C -0.793
2. N 0.001
3. O -0.274
4. P -0.024
5. P 0.061